Version 1
{"formula": "C3H6N4O", "method": "ωB97M-V/def2-TZVPD", "homo_ha": -0.3032, "orbital_gap_ev": 8.36, "multiplicity": 1, "smiles": "[H]/N=c1/cc(O)[nH]n1N", "species": ["H", "N", "C", "C", "C", "O", "N", "N", "N", "H", "H", "H", "H", "H"], "xyz": [[-2.71292, -0.78067, -0.11928], [-1.92843, -1.50643, -0.06955], [-0.82491, -0.84153, 0.04210], [0.55994, -1.30537, 0.10462], [1.28419, -0.22730, -0.01357], [2.61649, -0.01049, 0.12393], [0.64450, 0.95195, -0.17498], [-0.80933, 0.52068, -0.23064], [-1.63276, 1.55018, 0.25524], [1.01797, -2.27139, 0.09421], [2.84285, 1.14447, 0.04065], [0.71703, 1.50533, -1.08723], [-1.26672, 1.77315, 1.20124], [-1.56325, 2.34360, -0.38041]]}


Version 2
{"formula": "C3H6N4O", "method": "ωB97M-V/def2-TZVPD", "homo_ha": -0.3556, "orbital_gap_ev": 10.31, "multiplicity": 1, "smiles": "[H]/N=C/N(C=O)/C(N)=N/[H]", "species": ["H", "N", "C", "N", "C", "O", "C", "N", "N", "H", "H", "H", "H", "H"], "xyz": [[1.39970, -2.86229, 1.10625], [0.54321, -2.49288, 0.55521], [0.60961, -1.19333, 0.72130], [-0.27585, -0.27315, 0.24637], [-1.45253, -0.82122, -0.20781], [-2.42737, -0.18803, -0.59803], [0.37664, 0.92756, -0.11489], [-0.53328, 1.73754, -0.79814], [1.65792, 1.04672, 0.09383], [1.92912, 2.06275, -0.17029], [1.42092, -0.34176, 1.27708], [-1.62181, -1.89898, -0.32202], [-1.62006, 1.65116, -0.45407], [-0.00623, 2.64592, -1.33479]]}


In eV, relative to the most stable structure: version 1 1.337; version 2 0.000.